The following is a DFT calculation (ωB97M-V/def2-TZVPD) of a 2-piece molecular cluster, C5H14NS overall in a non-equilibrium geometry.

CARTESIAN COORDINATES (ANGSTROEM)
C: -1.5467 -0.5291 1.0369
H: 0.6044 -0.2483 -2.0052
H: 0.8067 1.4798 -1.7434
H: 1.0161 -2.1910 -0.3943
S: 2.9913 -0.3106 0.2611
H: -0.3845 -2.8621 0.4617
H: 0.8037 1.2990 1.9585
C: 0.5634 1.5855 0.9359
C: 0.4779 0.4028 0.0406
H: 3.4145 0.3564 -0.7986
H: -0.7908 0.7633 -1.6325
H: -0.6322 -1.9413 -1.0258
H: 1.3438 2.2587 0.5931
C: -0.0258 -2.0199 -0.1265
H: 0.3969 -0.9281 1.5372
C: 0.2675 0.5971 -1.4124
H: -2.1375 -0.3746 0.1349
N: -0.1318 -0.7825 0.6680
H: -0.3647 2.1628 0.9383
H: -1.9481 -1.3851 1.5761
H: -1.6266 0.3506 1.6718

- Frontier orbital gap (alpha / beta): 7.77 / 7.71 eV
- Largest force on an atom: 3.50 eV/Å
- LUMO (alpha / beta): -5.10 / -5.14 eV
- Energy: -651.524637 Eh
- ΔE to the lowest compared entry with this formula, charge and spin: 230.7 kJ/mol
- Total charge: +1